44
Properties=species:S:1:pos:R:3:mulliken_charge:R:1 method="wB97M-V/def2-TZVPD" de_lowest_ev=0.1345 e_homo_ev=-8.17 total_charge=0 e_lumo_ev=0.33 e_tot_ev=-31276.4448 homo_lumo_gap_ha=0.3121 smiles="Cc1c(C)c2c(OCC(=O)O)cc3c(c2oc1=O)CCC(C)(C)O3" largest_force_ev_per_a=0.97
H -2.129 2.349 -0.778 0.25
O -0.471 3.853 -1.999 -0.57
H 3.898 -2.984 -0.090 0.44
C 3.238 -2.218 0.316 -1.23
C -3.550 0.658 1.103 -1.97
C -0.504 1.098 0.786 0.15
H 1.343 -3.247 0.129 0.42
O -1.185 2.271 1.080 -0.62
C 1.651 0.030 0.503 0.55
C 0.870 1.143 0.829 -0.42
H 5.088 -0.854 1.773 0.40
C -1.181 -0.096 0.440 0.17
H 1.872 -2.471 -1.351 0.26
O 2.985 0.186 0.590 -0.54
O 0.480 4.146 -0.005 -0.40
H 4.461 0.371 -1.650 0.40
C 5.180 -0.668 0.706 -1.87
H 5.542 0.347 0.565 0.42
C -0.369 -1.180 0.055 -0.61
C -1.602 2.988 -0.058 -0.24
H -2.288 3.760 0.306 0.36
C -2.241 -2.546 -0.505 0.29
H 4.529 -1.371 -1.949 0.36
H -4.964 -1.930 0.978 0.36
O -2.608 -3.593 -0.984 -0.69
C 3.822 -0.832 0.023 1.57
C -2.608 -0.326 0.482 1.08
H -4.284 0.127 1.705 0.53
C 1.027 -1.143 0.096 0.88
H -5.134 -1.005 -0.514 0.34
H -4.726 -2.732 -0.578 0.36
C -3.110 -1.494 -0.007 0.94
H 1.172 4.598 -0.514 0.34
H -4.095 1.205 0.333 0.37
H -3.027 1.367 1.734 0.38
C 3.954 -0.576 -1.482 -1.64
H 3.191 -2.345 1.400 0.43
H 2.975 -0.523 -1.950 0.36
C -4.574 -1.805 -0.032 -1.78
O -0.896 -2.346 -0.381 -0.58
H 1.359 2.060 1.116 0.56
C 1.834 -2.356 -0.265 -0.61
H 5.898 -1.365 0.284 0.40
C -0.477 3.694 -0.808 0.41

---

74
Properties=species:S:1:pos:R:3:mulliken_charge:R:1 method="wB97M-V/def2-TZVPD" de_lowest_ev=0.2101 e_homo_ev=-4.32 total_charge=-1 e_lumo_ev=0.87 e_tot_ev=-112182.7884 homo_lumo_gap_ha=0.1908 largest_force_ev_per_a=1.24
C -3.557 -0.143 0.475 0.87
I 7.253 4.660 -2.542 0.08
C 5.391 2.455 -1.667 -0.76
H -5.282 1.047 0.430 0.42
H 2.165 -0.216 -3.254 0.22
C 0.522 -1.225 -2.354 0.74
C -0.077 -3.220 -1.593 1.01
C 1.858 -0.460 2.211 0.65
C -4.245 -1.229 1.003 -1.76
O 1.668 0.860 -0.529 -0.39
H 0.132 -5.079 -0.542 0.26
C 4.178 1.886 -1.314 -0.09
O -3.416 4.863 -0.915 -0.61
S 1.705 0.866 5.818 -0.65
C 1.912 -1.537 3.095 -1.56
C 5.435 3.802 -1.997 -0.01
H -0.579 -3.531 3.801 0.08
H 0.723 -0.339 -4.268 0.41
N 0.210 -1.798 1.738 1.06
C 1.735 2.074 -0.905 0.18
C 3.084 4.018 -1.619 -0.57
C -3.482 -3.570 1.818 -1.40
H 4.115 0.841 -1.041 0.56
C -4.229 1.153 0.174 -1.38
H 2.811 1.334 1.431 -0.02
H 2.846 1.129 3.188 0.17
H -3.126 -4.353 1.148 0.24
S -1.345 -1.304 5.543 -0.67
C 2.900 0.610 2.228 -1.27
Sb -0.507 0.801 5.381 0.57
H -0.922 -3.603 1.077 -0.18
O -1.122 0.924 -1.784 -0.35
H -2.936 -3.653 2.758 0.23
C -1.815 1.978 -2.130 0.76
O 0.663 2.713 -0.901 -0.74
H 2.178 4.609 -1.579 0.53
C -2.932 3.957 -1.541 -0.22
C -3.306 -2.213 1.229 0.95
H -1.474 -4.797 -1.206 0.23
H 3.878 0.128 2.156 0.36
C 4.293 4.593 -1.971 -0.65
S 0.284 2.228 1.962 -0.36
N -0.239 -2.303 -0.632 -0.15
O -3.635 4.445 -3.839 -0.56
H 4.348 5.643 -2.220 0.40
H 0.467 -4.473 2.711 0.28
C 3.029 2.667 -1.298 0.48
H 6.292 1.858 -1.678 0.39
H -0.142 -5.222 -2.285 0.39
H 2.604 -1.653 3.911 0.48
C 0.414 -2.572 -2.707 -1.82
C -2.120 2.818 -1.104 0.89
N -2.249 -0.465 0.353 0.12
C 1.074 -0.165 -3.251 -1.35
H 1.088 -3.844 4.251 0.36
C -3.064 3.728 -3.069 0.39
H -4.539 -3.737 2.019 0.37
O -1.702 2.455 0.070 -0.86
H 0.668 -3.010 -3.658 0.50
S -1.272 1.022 2.375 -0.40
B -0.780 -2.455 0.794 -0.77
W -0.377 0.849 0.106 3.22
H -4.168 1.410 -0.883 0.19
H -3.813 1.967 0.762 0.24
N 0.112 -1.075 -1.089 0.85
H -5.298 -1.268 1.222 0.47
C -0.408 -4.660 -1.391 -1.44
N 0.796 -0.616 1.398 0.25
C 0.861 -2.361 2.771 0.77
C 0.432 -3.635 3.409 -1.35
O -2.271 1.890 -4.507 -0.63
H 0.773 0.835 -2.970 0.13
C -2.343 2.403 -3.416 -0.32
N -2.125 -1.735 0.830 0.58

---

11
Properties=species:S:1:pos:R:3:mulliken_charge:R:1 method="wB97M-V/def2-TZVPD" de_lowest_ev=0.0000 e_homo_ev=-4.33 total_charge=-1 e_lumo_ev=3.64 e_tot_ev=-24682.9234 homo_lumo_gap_ha=0.2931 smiles="O=C([O-])[C@]1(Cl)N=NNN1" largest_force_ev_per_a=3.85
C -1.548 -0.383 0.641 0.39
Cl -0.725 2.158 0.209 -0.25
N 1.636 -0.616 -0.491 -0.25
N 0.800 -0.424 -1.682 -0.37
O -0.947 -1.149 1.380 -0.62
N -0.187 0.281 -1.498 -0.08
H 1.642 -1.543 -0.155 0.31
O -2.638 0.041 0.388 -0.65
N 0.987 0.096 0.581 -0.32
C -0.402 0.516 -0.122 0.60
H 1.382 1.024 0.750 0.24